## i
Below is the molecule C4H5ClFNS, with properties calculated with ωB97M-V/def2-TZVPD.

charge = 0
SMILES = F[C@@H](Cl)[C@H]1CN1C=S

The geometry in XYZ format:
```
13
C4H5ClFNS | the Open Molecules 2025 dataset | ωB97M-V/def2-TZVPD
Cl 0.831 -2.431 1.788
S -0.723 2.742 0.871
F -1.216 -1.253 0.765
N 0.455 0.808 -0.561
C 0.167 -0.473 -1.282
C 0.695 -0.390 0.099
C 0.026 -0.986 1.259
C -0.430 1.920 -0.458
H -1.017 -0.708 -1.463
H -1.053 2.357 -1.233
H 0.769 -0.876 -2.138
H 1.750 -0.512 0.232
H -0.254 -0.198 2.120
```

Löwdin population analysis, charges in e, atoms 1 to 6:
1. Cl 0.713
2. S 0.661
3. F -0.065
4. N -0.069
5. C -0.036
6. C -0.377


## ii
Below is the molecule C4H5ClFNS, with properties calculated with ωB97M-V/def2-TZVPD.

charge = 0
SMILES = C=NS[C@H]1C[C@@]1(F)Cl

The geometry in XYZ format:
```
13
C4H5ClFNS | the Open Molecules 2025 dataset | ωB97M-V/def2-TZVPD
Cl 0.336 -1.346 -1.291
S 0.604 0.816 1.210
F -1.617 -0.054 -2.024
N -0.069 -0.293 2.166
C -0.468 0.132 -1.295
C 0.626 -0.976 3.105
C 0.215 1.558 -1.389
C -0.554 0.948 -0.096
H -0.254 2.358 -1.949
H 1.526 -0.838 3.532
H 1.229 1.406 -1.341
H -1.697 1.318 -0.112
H -0.047 -1.839 3.565
```

Löwdin population analysis, charges in e, atoms 1 to 6:
1. Cl 0.770
2. S 0.898
3. F -0.030
4. N -0.413
5. C -0.977
6. C -0.090


Stability, lowest: ii